No. 1
C38H80GeHgN3O4Sb as an isolated structure, computed with ωB97M-V with the def2-TZVPD basis set.

Summary:
Total energy   -4431.6394 Ha
LUMO energy (spin up / spin down)   0.088 / 0.054 Eh
HOMO (spin up / spin down)   -0.19140 / -0.19141 Ha
Expectation value of S²   0.7720

```
! wB97M-V def2-TZVPD RIJCOSX def2/J DEFGRID3
* xyz -1 2
Hg 0.29204 2.06606 -1.76332
O 0.09956 1.26930 0.79829
H 0.93064 0.79619 1.16892
H 0.40953 2.16216 0.92964
O 2.03884 -2.65288 0.61025
H 2.18547 -2.92009 -1.01775
H 1.08256 -2.69343 0.68833
O -0.41055 -3.06258 -0.91488
H -0.56109 -2.20258 -1.30835
H 0.33698 -3.39016 -1.44878
N 2.90980 -0.94326 2.30155
C 3.95755 -0.91724 3.18188
C 3.81627 0.22868 3.94228
C 2.71744 0.89967 3.43447
N 2.18583 0.16713 2.43022
H 2.40739 -1.95110 1.33529
H 4.58473 -1.78752 3.32959
H 4.48289 0.46519 4.76073
H 2.15563 1.74523 3.85516
C -0.23830 5.96913 -1.05182
C 1.00930 6.27893 -0.22956
C 0.82870 6.07350 1.26022
C 2.30477 5.58982 -0.68113
C 3.41018 6.32312 -1.04831
C 4.58615 5.71102 -1.36579
C 4.61840 4.33642 -1.29304
C 3.52972 3.49320 -0.94686
C 3.64733 1.98330 -0.82597
C 4.74093 1.62700 0.20332
C 3.96165 1.26645 -2.14097
C 2.27482 4.14354 -0.72462
N 1.06235 3.53701 -0.53285
H -0.51892 4.93950 -1.06230
H -0.17846 6.43255 -2.02297
H -1.09814 6.43380 -0.56175
H 1.14421 7.37381 -0.36336
H 0.76729 5.03081 1.50526
H -0.06876 6.56123 1.67824
H 1.68309 6.48445 1.77833
H 3.32799 7.42420 -1.10468
H 5.44308 6.24514 -1.76144
H 5.56999 3.83244 -1.57390
H 2.70329 1.64610 -0.51023
H 5.73967 1.69223 -0.17665
H 4.56869 0.63527 0.53132
H 4.68291 2.21200 1.12490
H 4.85839 1.72159 -2.62015
H 3.08178 1.28343 -2.75222
H 4.16256 0.24295 -1.81551
C -5.35768 2.99439 -2.01338
C -4.81847 1.62996 -2.45289
C -3.32172 1.62396 -2.65824
C -2.68832 0.29424 -2.94920
Ge -0.75460 0.41246 -3.25507
C -0.35630 0.60966 -5.13918
C -1.42030 0.06382 -6.16155
C -2.51178 1.07060 -6.50698
C -3.51660 0.42884 -7.45846
H -6.43815 2.96238 -1.88714
H -5.06083 3.78496 -2.70930
H -4.92700 3.27019 -1.04017
H -5.23603 1.40862 -3.47610
H -5.06870 0.82553 -1.75549
H -2.82236 2.02437 -1.74455
H -3.10477 2.34658 -3.44779
H -3.19270 -0.21562 -3.75223
H -2.83750 -0.40018 -2.11116
H -0.19556 -0.99258 -2.80595
H 0.60696 0.12721 -5.35337
H -0.18043 1.69208 -5.33652
H -1.93579 -0.86594 -5.82856
H -0.86991 -0.21495 -7.06442
H -2.10391 2.00106 -6.90262
H -3.02622 1.33465 -5.57604
H -3.00942 0.06610 -8.35740
H -4.37625 1.11432 -7.68984
H -4.01878 -0.47042 -6.97583
C 4.60585 -3.50884 -2.29109
C 3.24491 -4.15239 -2.12976
C 2.89824 -5.04599 -3.30478
O 2.19130 -3.16849 -1.94988
H 5.45668 -4.21376 -2.31267
H 4.80062 -2.87937 -1.41081
H 4.66610 -2.87723 -3.22159
H 3.22654 -4.77628 -1.21565
H 2.43673 -4.50676 -4.17206
H 2.24712 -5.90480 -3.05308
H 3.83521 -5.46758 -3.67932
C -2.70667 -4.66608 4.13713
C -1.31772 -4.42376 3.58907
C -0.34303 -5.00007 4.69259
C -1.10217 -5.16823 2.28995
Sb -0.99195 -2.25967 2.96762
C -1.01057 -1.06322 4.77667
C 0.44635 -1.18030 5.29823
C -1.31298 0.41763 4.43018
C -1.88086 -1.50977 5.98523
C -2.86465 -1.75537 2.15459
C -3.35089 -2.74407 1.11305
C -2.51987 -0.41802 1.34298
C -3.98470 -1.36948 3.14817
H -2.74312 -5.71255 4.42169
H -3.52232 -4.45655 3.41766
H -2.91315 -4.06815 5.06809
H -0.50661 -6.12812 4.75883
H -0.55996 -4.58729 5.66598
H 0.67905 -4.68618 4.48891
H -1.11469 -6.27853 2.42056
H -0.10948 -4.95473 1.86525
H -1.96017 -4.97918 1.54482
H 1.17622 -0.73850 4.58730
H 0.74173 -2.19395 5.39300
H 0.54277 -0.64014 6.19225
H -0.68644 0.69616 3.56121
H -0.97583 1.04331 5.27479
H -2.37812 0.60471 4.32909
H -1.71484 -2.50521 6.26724
H -2.91737 -1.48276 5.73126
H -1.70067 -0.88188 6.89217
H -2.53003 -3.12320 0.50825
H -4.10521 -2.30148 0.43229
H -3.84075 -3.61627 1.50136
H -1.81326 -0.64567 0.50744
H -2.03369 0.33795 1.98068
H -3.47550 0.05769 0.94772
H -4.07276 -2.10105 3.92674
H -4.94495 -1.37682 2.69801
H -3.87350 -0.36878 3.61305
*
```

---

No. 2
A 5-piece molecular cluster, C38H80N5O5 overall, computed with ωB97M-V with the def2-TZVPD basis set.

Summary:
Total energy   -2145.4269 Ha
LUMO energy (spin up / spin down)   0.020 / -0.008 Eh
HOMO (spin up / spin down)   -0.30372 / -0.30377 Ha
Expectation value of S²   0.7542

```
! wB97M-V def2-TZVPD RIJCOSX def2/J DEFGRID3
* xyz 0 2
C -0.25302 1.99665 7.64991
C -1.45615 1.88042 6.59717
C -1.15876 0.82378 5.38446
C -2.56358 0.13764 5.04222
C -2.64327 -0.66030 3.66274
C -1.52321 -1.85081 3.50030
C -0.23859 -1.12749 2.83936
C 1.20510 -1.60021 3.34056
C 2.29015 -1.00243 2.26596
C 2.13374 0.33329 1.48655
C 3.26520 0.70523 0.46128
C 4.50967 -0.20041 0.19272
C 4.67449 -1.52887 0.98325
C 3.55738 -1.89321 1.99682
C -1.29946 -2.67365 4.84113
C -1.04692 -4.24134 4.76852
C -1.91324 -4.89170 6.00326
C 0.49490 -4.54297 5.23466
N -1.48063 -4.98542 3.57626
O -0.79504 -6.11143 3.40215
C -1.46042 -4.25985 2.28550
C -2.40889 -5.15275 1.28238
C -0.00896 -4.26864 1.52966
C -2.15526 -2.80855 2.31908
H 0.07377 0.98420 8.05971
H -0.66144 2.59353 8.55539
H 0.59841 2.62760 7.22321
H -1.79631 2.89473 6.16735
H -2.36474 1.46486 7.16795
H -0.76981 1.48643 4.51947
H -0.39262 0.06206 5.74896
H -2.89129 -0.52613 5.93288
H -3.35356 0.98407 5.00873
H -3.71740 -1.06971 3.55299
H -2.43922 0.05989 2.79815
H -0.26593 -1.32447 1.69833
H -0.25338 0.02643 2.92484
H 1.38444 -2.72313 3.33115
H 1.46712 -1.08669 4.33274
H 1.20642 0.99721 1.64671
H 3.18104 1.66481 -0.16388
H 5.31027 0.09203 -0.60051
H 5.53841 -2.26728 0.83802
H 3.65601 -2.88965 2.55878
H -2.24322 -2.51590 5.49528
H -0.44327 -2.21575 5.47006
H -1.49508 -4.51043 6.99331
H -1.80658 -6.03474 5.89708
H -3.01590 -4.61865 5.82807
H 1.21321 -4.65533 4.35934
H 0.44066 -5.58667 5.73338
H 0.84769 -3.83150 6.05687
H -1.87078 -6.13599 1.03867
H -3.40868 -5.28790 1.81327
H -2.46614 -4.56475 0.30337
H 0.85673 -4.51012 2.22835
H -0.01377 -5.10902 0.73389
H 0.18485 -3.30245 0.94430
H -3.25877 -2.96891 2.62720
H -2.16484 -2.26926 1.30522
C -1.14526 3.15149 -1.04647
C -1.70093 2.19533 0.00404
C -3.08750 1.62796 -0.35328
O -4.16535 2.54257 -0.17365
C -4.32892 3.47163 -1.23250
N -1.71143 2.87293 1.30319
H -1.60254 4.14156 -0.99889
H -0.07042 3.29432 -0.89912
H -1.29204 2.75557 -2.05527
H -1.01010 1.34656 0.06958
H -3.29360 0.79591 0.32931
H -3.10236 1.20758 -1.36597
H -4.08514 3.03542 -2.20564
H -3.72252 4.36062 -1.04972
H -5.37433 3.78676 -1.24641
H -1.98578 2.20093 2.01945
H -2.48231 3.54042 1.29125
C -3.45394 -2.94204 -5.21333
C -3.27834 -1.43355 -5.06408
C -2.59922 -1.01718 -3.74301
O -3.44327 -1.08930 -2.59718
C -3.58482 -2.38743 -2.05489
N -4.58594 -0.78410 -5.22559
H -4.28579 -3.32940 -4.62185
H -3.66357 -3.19773 -6.25592
H -2.54619 -3.47514 -4.91700
H -2.62889 -1.10232 -5.88202
H -2.31459 0.03747 -3.82981
H -1.66998 -1.57509 -3.57413
H -2.66521 -2.97298 -2.14453
H -4.41838 -2.90727 -2.53042
H -3.82694 -2.28305 -0.99502
H -4.45056 0.22617 -5.22840
H -5.11724 -0.95391 -4.37186
C -1.00174 5.49968 -6.90356
C -1.92852 4.51688 -6.19373
C -2.63988 5.11541 -4.96270
O -1.81159 5.25295 -3.81201
C -0.97528 6.39842 -3.82314
N -1.16495 3.31240 -5.84152
H -0.05451 5.63866 -6.37893
H -0.75602 5.13336 -7.90445
H -1.47728 6.47806 -7.01577
H -2.70562 4.23122 -6.91138
H -3.43737 4.42471 -4.66732
H -3.12896 6.06750 -5.20292
H -1.45437 7.25484 -4.30601
H -0.02663 6.16604 -4.31039
H -0.75338 6.66412 -2.78765
H -1.80753 2.61819 -5.46155
H -0.57030 3.55068 -5.04793
C 7.12803 1.33553 -3.46406
C 8.06170 1.24416 -2.26029
C 9.52260 0.91848 -2.63340
O 9.75183 -0.44242 -2.98619
C 9.39083 -0.77389 -4.31712
N 7.51780 0.26522 -1.30955
H 6.84772 0.35532 -3.85458
H 6.19846 1.84052 -3.18533
H 7.58642 1.90832 -4.27496
H 8.06079 2.22727 -1.77668
H 10.14306 1.09902 -1.74906
H 9.89758 1.58918 -3.41619
H 9.57440 0.05039 -5.01211
H 8.34434 -1.08165 -4.35697
H 9.99442 -1.62903 -4.62732
H 8.08648 0.28207 -0.46365
H 7.68931 -0.66273 -1.69696
*
```